(1)
35
Properties=species:S:1:pos:R:3:forces:R:3 method="wB97M-V/def2-TZVPD" fmax_ev_per_a=0.3 e_lumo_ev="-2.98 / -2.99" relative_energy_kcal_mol=8.36 total_charge=0
Ru 2.70155 0.95184 1.00775 0.20 0.20 0.15
Se 4.57193 0.43772 2.19775 -0.09 0.03 -0.08
Te 5.63307 2.28036 3.46482 -0.04 0.03 -0.02
Te 3.53931 3.94656 3.55321 0.03 -0.06 0.02
Se 2.42305 3.21890 1.42811 0.05 -0.13 -0.04
O 1.42181 3.20983 -1.39684 0.02 0.09 0.09
C 0.88760 2.18499 -1.03728 0.06 -0.14 -0.04
O 1.51840 1.12422 -0.57860 -0.23 0.01 0.02
C -0.60903 2.02382 -1.08620 0.01 -0.03 -0.08
C -1.22786 0.83829 -0.70713 -0.01 0.01 0.01
C -2.61041 0.72153 -0.75075 0.00 0.00 0.00
C -3.38573 1.79080 -1.16697 0.01 0.00 0.00
C -2.74636 2.96314 -1.53324 -0.01 0.00 -0.01
C -1.37433 3.10430 -1.50510 0.01 -0.01 -0.01
N -3.56988 4.10897 -1.96961 0.00 0.01 0.01
O -4.77441 3.95307 -2.00610 0.00 -0.01 0.00
O -2.99603 5.13649 -2.26236 0.00 -0.01 0.00
H -0.61460 0.01233 -0.37554 0.00 -0.01 0.00
H -3.08683 -0.20483 -0.45932 0.00 0.00 0.00
H -4.46291 1.73394 -1.21098 0.00 0.00 0.00
H -0.89861 4.02796 -1.79917 0.00 0.00 0.00
Cl -1.05774 -6.50541 0.20079 0.00 0.00 0.00
C -0.21076 -5.00638 0.38786 0.00 0.00 0.00
C -0.68185 -4.07384 1.30071 0.01 0.01 0.00
C -0.00394 -2.87658 1.44651 -0.01 0.00 0.00
C 1.13249 -2.62555 0.68458 0.01 0.00 -0.02
C 1.59357 -3.56948 -0.22713 0.00 0.00 0.00
C 0.92053 -4.76795 -0.37959 0.00 0.01 0.01
C 1.84924 -1.34867 0.82565 -0.03 -0.02 0.00
O 1.40399 -0.43787 1.62268 0.00 0.04 -0.01
O 2.89525 -1.06720 0.19697 0.01 -0.02 -0.01
H -1.56587 -4.28968 1.88351 0.00 0.00 0.00
H -0.35009 -2.13116 2.14987 0.00 0.00 0.00
H 2.47523 -3.35135 -0.81436 0.00 0.00 0.00
H 1.26023 -5.51313 -1.08450 0.00 0.00 0.00

=====

(2)
14
Properties=species:S:1:pos:R:3:forces:R:3 method="wB97M-V/def2-TZVPD" fmax_ev_per_a=2.7 e_lumo_ev=-0.66 relative_energy_kcal_mol=49.63 total_charge=0
N 1.08632 -1.99970 1.44006 -0.96 0.27 -0.86
C 0.20718 -1.86465 0.68929 1.07 -0.90 0.96
C -0.85562 -1.77430 -0.24375 -0.22 1.50 -0.32
C -1.18605 -0.57846 -0.82831 -0.29 -0.46 0.29
N -0.73379 0.69604 -0.60533 -0.05 -1.46 -0.99
C 0.13122 1.08430 0.47160 -0.71 0.08 0.35
C 1.59706 1.11954 0.26113 1.09 1.92 -1.51
S 2.36006 2.53463 -0.07950 -0.52 -1.19 0.46
H -1.46974 -2.63978 -0.47912 0.38 0.15 0.12
H -2.01988 -0.66699 -1.52129 0.23 0.40 -0.15
H -0.98407 1.40904 -1.26587 -0.07 -0.07 -0.10
H -0.20113 2.07860 0.70840 0.07 0.44 0.58
H -0.09544 0.39044 1.25359 -0.08 -0.10 0.93
H 2.16385 0.21129 0.19912 0.07 -0.56 0.24

=====

(3)
138
Properties=species:S:1:pos:R:3:forces:R:3 method="wB97M-V/def2-TZVPD" fmax_ev_per_a=2.8 e_lumo_ev=1.86 total_charge=-1
C 18.61885 -9.25333 17.44139 1.10 1.13 0.77
C 17.25973 -9.41553 16.79287 1.01 -1.58 1.41
N 16.13457 -9.44523 17.82472 0.37 -0.37 0.58
C 16.46966 -10.39657 18.93584 -0.66 -0.11 -0.13
C 15.99892 -8.05270 18.36336 -1.45 0.76 -0.85
C 14.68780 -7.76027 19.06845 -0.67 -0.23 0.49
C 14.85912 -9.94507 17.14787 0.39 1.73 -1.70
C 14.92643 -11.31751 16.47328 1.54 -1.12 1.42
O 15.67912 -11.26323 15.28015 -1.34 0.09 -0.76
C 14.85550 -11.10143 14.13394 0.18 0.15 -0.76
H 19.44730 -9.10727 16.74252 -0.48 -0.27 -0.61
H 18.93729 -10.08738 18.06933 -0.37 -0.11 -0.04
H 18.73717 -8.32807 18.01779 -0.33 -0.11 0.14
H 17.26665 -10.46736 16.52088 -0.14 0.37 -1.22
H 17.08301 -8.66110 16.03468 -0.48 -0.30 -0.20
H 17.18747 -9.93924 19.60728 0.13 -0.20 -0.05
H 16.80451 -11.33854 18.50811 0.39 0.15 0.11
H 15.53200 -10.62598 19.44045 0.08 0.15 0.20
H 15.98734 -7.42234 17.47078 0.31 0.11 0.05
H 16.84527 -7.78421 18.98865 0.15 -0.37 -0.10
H 14.48550 -8.43367 19.90511 0.21 0.12 0.16
H 13.80120 -7.81913 18.43677 0.25 -0.04 -0.36
H 14.65376 -6.72972 19.42314 0.35 -0.05 0.15
H 14.81044 -9.23243 16.31764 -0.23 -0.10 -0.35
H 13.99526 -9.60761 17.70593 0.02 -1.03 0.61
H 13.96735 -11.83970 16.43773 -0.31 0.63 -0.58
H 15.52489 -12.08273 16.99301 -0.23 0.53 0.84
H 14.27660 -10.17365 14.11614 0.12 0.05 0.28
H 14.16145 -11.93714 13.98891 0.06 -0.11 0.24
H 15.52919 -11.08933 13.27535 -0.05 0.05 0.02
Cl 13.58942 -7.10510 14.51117 -1.44 -0.48 -0.56
O 12.72931 -8.23956 14.85268 0.55 0.13 -0.23
O 13.09078 -6.46127 13.32451 -0.06 -0.05 -0.01
O 13.55607 -6.19203 15.61019 0.34 0.62 0.83
O 14.92974 -7.55821 14.26485 0.70 -0.40 0.25
Cl 18.35040 -13.84801 18.87264 0.80 -0.26 0.40
O 17.61617 -13.84198 17.62939 -0.33 0.13 0.14
O 19.33172 -14.91226 18.85074 0.10 0.08 -0.37
O 19.04764 -12.58179 19.01374 -0.17 0.13 -0.11
O 17.49543 -14.05897 20.01158 -0.55 0.22 -0.17
C 11.59870 -8.33644 21.72376 -0.01 -0.06 -0.28
C 10.69164 -7.78530 22.81796 0.67 -0.10 -0.72
C 11.42178 -6.73893 23.68087 -0.82 0.83 0.41
C 12.73314 -7.07001 24.26086 -0.76 -0.54 -0.30
N 13.74104 -7.31772 24.74560 0.31 -0.03 0.11
H 12.55580 -8.68347 22.11375 -0.16 -0.49 -0.09
H 11.84435 -7.57372 20.98026 0.02 0.35 0.34
H 11.04965 -9.06181 21.11899 0.36 -0.48 0.31
H 10.25103 -8.52463 23.48772 0.46 -0.39 -0.07
H 9.82635 -7.44088 22.24423 0.01 0.93 0.59
H 10.74265 -6.52138 24.51039 0.25 0.11 0.21
H 11.58678 -5.76285 23.21699 -0.22 -0.18 -0.51
C 11.74098 -16.13713 20.78891 -0.95 0.41 1.73
C 13.16576 -15.90051 20.32316 -1.20 -1.04 -0.82
C 13.89477 -14.72973 20.93687 1.50 0.22 -0.76
C 13.74281 -13.45201 20.22420 -0.48 0.14 0.35
N 13.76089 -12.45606 19.65063 -0.19 -0.08 0.03
H 11.71718 -16.44725 21.84512 0.40 -0.19 -0.07
H 11.18668 -16.92809 20.28606 0.26 0.11 -0.44
H 11.09286 -15.25703 20.87352 0.19 0.17 -0.73
H 13.14027 -15.81617 19.23383 0.24 0.28 0.03
H 13.63716 -16.87149 20.49198 0.66 0.38 0.21
H 14.96834 -14.84768 20.72093 0.05 -0.43 0.38
H 13.81643 -14.63614 22.01730 -0.33 0.16 -0.02
C 18.77881 -11.67115 12.69933 -0.47 0.18 1.47
C 18.69141 -13.16672 12.96297 0.90 -0.08 -0.31
C 17.79908 -13.54335 14.16088 0.86 0.83 -0.31
C 17.84049 -14.97535 14.39754 -0.82 -0.14 -0.11
N 17.85138 -16.11274 14.55176 0.14 -0.08 -0.02
H 19.78092 -11.35688 12.41587 -0.16 -0.01 -0.54
H 18.60290 -11.17661 13.66379 -0.01 0.25 -0.13
H 17.97823 -11.34579 12.03578 0.29 0.20 -0.23
H 19.68168 -13.52219 13.25135 0.02 -0.06 -0.24
H 18.46897 -13.61613 11.99207 -0.42 -0.58 0.38
H 16.82692 -13.05830 14.09848 -0.32 -0.64 0.05
H 18.27923 -13.09263 15.03652 -0.09 0.04 0.04
C 20.12828 -3.99444 20.54060 -0.67 -0.11 -0.09
C 21.38832 -3.96063 19.68971 -0.51 -0.24 0.57
C 21.12842 -3.92403 18.19431 -0.36 -0.50 -1.23
C 20.29553 -5.03341 17.67211 0.25 -0.01 0.56
N 19.65582 -5.89804 17.27138 -0.04 0.00 -0.01
H 19.49696 -4.83820 20.24682 0.03 0.03 0.00
H 19.49868 -3.10579 20.45105 0.16 0.10 -0.05
H 20.34435 -4.15171 21.59751 0.16 0.12 -0.02
H 21.89304 -4.89279 19.95147 0.47 0.18 -0.29
H 22.00225 -3.10727 19.97615 0.19 -0.09 -0.12
H 22.05132 -3.99612 17.61382 0.14 0.15 0.18
H 20.60397 -3.04705 17.80464 0.18 0.34 0.51
N 17.78226 -4.60120 23.36462 -1.02 -0.11 -1.07
C 17.87391 -5.93742 23.62487 0.48 -0.24 0.49
C 17.28704 -6.61402 22.59548 0.27 -0.90 -0.30
C 16.81667 -5.68901 21.64730 0.09 1.03 0.41
C 17.08744 -4.44973 22.18233 0.68 0.46 -0.36
H 18.14595 -3.80259 23.84317 0.12 -0.21 0.49
H 18.37093 -6.32606 24.49845 -0.05 0.10 0.02
H 17.27534 -7.68380 22.44938 -0.07 0.01 0.32
H 16.40792 -5.88379 20.67206 -0.21 0.00 0.06
H 17.02250 -3.45256 21.77197 -0.29 -0.13 -0.09
N 23.62745 -10.01464 15.81803 0.32 0.26 0.25
C 24.39239 -9.31890 14.90200 -0.51 -0.12 0.42
C 24.04565 -7.98876 15.00149 0.52 -0.17 0.12
C 23.06941 -7.89770 16.01066 -0.43 0.57 0.62
C 22.86371 -9.13660 16.54131 -0.35 -0.05 -0.73
H 23.61150 -11.01165 15.95205 0.03 -0.04 -0.15
H 25.10751 -9.83834 14.28936 0.02 0.04 -0.06
H 24.53436 -7.13572 14.55963 -0.08 -0.18 -0.42
H 22.50984 -7.03046 16.33100 0.22 0.10 -0.05
H 22.13259 -9.40007 17.28671 0.15 -0.43 0.00
N 12.39920 -10.03662 9.97608 -0.28 0.42 0.41
C 13.47303 -10.55233 9.29996 -0.11 -0.30 -0.42
C 14.59162 -10.25863 10.02530 0.25 0.13 0.83
C 14.17881 -9.52317 11.15142 -0.59 0.45 0.78
C 12.80076 -9.39372 11.12373 1.08 -0.20 -0.66
H 11.43008 -10.03813 9.72034 0.08 -0.23 -0.43
H 13.36477 -11.05911 8.35545 -0.13 -0.09 0.09
H 15.63109 -10.54502 9.99947 -0.09 -0.21 -0.93
H 14.87156 -9.14520 11.88715 -0.29 0.16 0.16
H 12.09339 -8.85231 11.72722 0.12 -0.04 0.20
N 20.83990 -13.88224 16.27638 1.95 1.35 0.47
C 21.52893 -14.69097 15.42788 -0.59 -1.29 -0.88
C 21.99345 -13.97921 14.33634 -0.82 0.86 1.15
C 21.61274 -12.62154 14.63991 1.87 0.18 -0.86
C 21.16176 -12.58198 15.91249 -2.80 -0.03 -0.13
H 20.39449 -14.07246 17.16247 0.19 -0.70 0.14
H 21.54815 -15.76064 15.57473 -0.06 0.06 0.08
H 22.51329 -14.32711 13.46259 -0.06 -0.21 0.01
H 21.68722 -11.74104 14.01661 0.38 -0.08 -0.01
H 20.70139 -11.73506 16.40231 0.02 -0.14 0.21
N 9.88608 -3.65681 19.12432 0.19 -0.82 -1.10
C 9.43618 -4.72137 19.86370 0.19 0.53 1.08
C 10.16654 -5.81383 19.50627 0.12 -0.88 -1.41
C 10.91393 -5.46885 18.35180 1.07 0.93 -0.07
C 10.76448 -4.12163 18.14743 -0.61 0.57 1.03
H 9.68893 -2.68384 19.24680 -0.40 -0.01 0.10
H 8.65858 -4.59265 20.59928 0.16 0.02 0.14
H 10.24311 -6.84802 19.79972 -0.85 0.14 0.61
H 11.62129 -6.09133 17.82578 -0.17 -0.07 -0.15
H 11.17365 -3.36699 17.49769 0.27 -0.41 -0.30